{"formula": "C17H40BF10NO19PtS7", "method": "the ωB97M-V functional and the def2-TZVPD basis", "homo_lumo_gap_ev": [9.17, 8.65], "s_squared": 2.00, "homo_ev": [-9.12, -9.52], "molar_mass_da": 1182.8, "charge": 0, "relative_energy_kcal_mol": 0.0, "spin_multiplicity": 3, "species": ["Pt", "B", "F", "F", "F", "F", "C", "F", "F", "F", "S", "O", "O", "N", "S", "O", "O", "C", "F", "F", "F", "O", "S", "O", "O", "C", "C", "C", "H", "H", "H", "H", "H", "H", "H", "H", "O", "S", "O", "O", "C", "C", "C", "H", "H", "H", "H", "H", "H", "H", "H", "O", "S", "O", "O", "C", "C", "C", "H", "H", "H", "H", "H", "H", "H", "H", "O", "S", "O", "O", "C", "C", "C", "H", "H", "H", "H", "H", "H", "H", "H", "O", "S", "O", "O", "C", "C", "C", "H", "H", "H", "H", "H", "H", "H", "H"], "coordinates": [[-0.3436, 0.3288, 0.3783], [-2.3054, -1.8777, 0.1417], [-1.7191, -3.1035, 0.4295], [-2.2694, -1.1041, 1.2577], [-1.5075, -1.2222, -0.7876], [-3.5797, -2.0877, -0.3067], [3.4841, 2.0743, -0.0338], [4.2755, 1.0818, -0.0590], [4.2178, 3.1585, 0.1756], [2.8007, 2.2221, -1.2498], [2.3344, 1.8293, 1.5030], [2.4447, 0.4184, 1.8508], [2.7554, 2.7493, 2.5771], [0.7800, 2.0915, 0.7905], [0.5226, 3.6486, 0.7198], [1.6866, 4.4850, 0.5610], [-0.4832, 3.9110, -0.3876], [-0.3398, 4.0091, 2.3931], [-1.0585, 3.0265, 2.8791], [0.6174, 4.3700, 3.3518], [-1.1318, 5.1318, 2.1983], [-2.2681, 1.4608, 0.7849], [-3.5170, 2.1560, 0.7573], [-4.3273, 2.4695, 1.9472], [-3.3193, 3.5645, -0.0860], [-4.2309, 4.6454, 0.0421], [-4.0697, 5.6647, -1.0710], [-4.7218, 1.2992, -0.3919], [-4.1073, 5.0693, 1.0386], [-5.2380, 4.2294, 0.0120], [-4.5638, 5.2905, -1.9676], [-3.0438, 5.9252, -1.3316], [-4.4888, 6.6240, -0.7676], [-4.3365, 1.3700, -1.4090], [-5.5719, 1.9573, -0.2118], [-4.9957, 0.2875, -0.0926], [-0.5132, 1.0637, 5.1112], [-0.6028, 0.0050, 4.1079], [-0.5045, 0.3151, 2.6953], [0.5348, -1.1352, 4.4497], [0.7051, -1.4421, 5.7793], [1.1245, -2.9109, 5.9711], [-2.1268, -0.9887, 4.3380], [-0.1964, -1.1963, 6.3406], [1.5251, -0.8201, 6.1383], [2.0080, -3.0689, 5.3525], [0.2697, -3.5234, 5.6842], [1.3114, -3.0440, 7.0367], [-2.2284, -1.7810, 3.5963], [-3.0482, -0.4284, 4.1791], [-2.2461, -1.3006, 5.3756], [-2.6952, 0.5554, -3.0481], [-1.5091, 1.4039, -2.8573], [-0.8613, 1.3346, -1.5520], [-0.3988, 1.0305, -4.0643], [-0.9222, 0.3241, -5.1810], [0.0680, 0.5940, -6.3679], [-1.9132, 3.1545, -3.1730], [-1.8782, 0.7021, -5.5431], [-1.1624, -0.7290, -5.0349], [0.9945, 0.0642, -6.1468], [0.3087, 1.6556, -6.4229], [-0.4412, 0.2973, -7.2848], [-2.7993, 3.4625, -2.6180], [-2.0516, 3.2653, -4.2485], [-1.0418, 3.7409, -2.8816], [0.9379, -2.1990, -2.7487], [1.7273, -1.1118, -2.1403], [1.1939, -0.2378, -1.1054], [3.1148, -1.7462, -1.4399], [3.8196, -2.7779, -2.0472], [4.6555, -3.4830, -1.0314], [2.6519, -0.1465, -3.4730], [4.5712, -2.4526, -2.7665], [3.1640, -3.4613, -2.5869], [4.1527, -4.1386, -0.3204], [5.2067, -2.7292, -0.4692], [5.3681, -4.1561, -1.5081], [1.8812, 0.3231, -4.0843], [3.1786, -0.9381, -4.0060], [3.3573, 0.6504, -3.2375], [0.6677, -1.6202, 1.1254], [1.2216, -2.9208, 1.5631], [0.4968, -3.8184, 2.4656], [1.6927, -3.8191, 0.2424], [0.7263, -4.6109, -0.4897], [1.3272, -5.5887, -1.4603], [2.8618, -2.5781, 2.4167], [0.1204, -3.9030, -1.0553], [0.0881, -5.1250, 0.2290], [1.7981, -6.4521, -0.9904], [2.0406, -5.0985, -2.1228], [0.6266, -6.1740, -2.0558], [2.5718, -1.9415, 3.2526], [3.4639, -1.9338, 1.7760], [3.2252, -3.5656, 2.7009]], "forces_ev_per_a": [[-0.549, 1.321, -0.811], [-0.473, -2.224, 0.222], [0.300, -0.646, -0.008], [-0.638, 0.852, 1.818], [0.600, 0.481, -1.506], [-0.791, 0.360, -0.479], [-1.855, 2.475, -0.082], [1.154, -2.289, -0.695], [-0.293, 0.251, -0.303], [1.094, -0.443, 2.016], [0.169, -0.452, 1.913], [-0.271, 1.422, -1.063], [-1.044, -1.355, -2.669], [3.187, -0.264, 1.761], [-3.439, 2.673, -4.433], [-0.287, -0.869, 1.137], [2.006, -1.035, 3.618], [1.059, 2.621, 1.055], [0.144, 0.341, -0.475], [-1.709, -0.715, -1.812], [0.892, -1.670, 0.258], [-0.701, 1.197, 0.553], [-3.837, 0.750, -0.411], [2.155, -0.536, -1.576], [1.225, -2.152, 0.160], [-0.776, 0.238, 0.935], [0.327, -0.107, -0.128], [0.788, 1.215, 0.893], [0.119, 0.180, -0.086], [-0.208, 0.149, -0.013], [-0.046, 0.236, -0.094], [0.224, -0.441, 0.234], [-0.429, -0.192, 0.007], [-0.048, -0.197, 0.157], [-0.159, -0.110, -0.398], [0.564, 0.040, 0.154], [-0.143, -1.673, -1.623], [-0.631, -0.228, 0.768], [0.430, -0.302, 2.379], [-1.485, 1.360, -3.069], [0.997, -0.476, 2.370], [-0.970, 1.192, -0.305], [-0.361, 0.476, 0.069], [0.065, -0.103, 0.228], [-0.128, 0.226, 0.329], [-0.099, -0.457, 0.201], [0.363, -0.369, -0.190], [0.260, -0.153, -0.112], [0.790, -0.152, 0.161], [0.433, 0.882, -0.243], [0.604, -0.303, -0.079], [2.027, 1.660, -0.113], [-1.492, -1.300, 0.469], [-0.301, 0.638, -2.627], [-1.302, 0.518, 2.307], [-0.160, 0.421, -2.631], [-0.593, -0.385, 1.500], [0.858, -0.603, -0.482], [-0.176, 0.577, 0.537], [0.742, -0.077, 0.593], [-0.001, -0.166, -0.587], [-0.182, 0.026, 0.035], [0.435, -0.235, -0.038], [0.181, -0.411, 0.137], [-0.188, -0.165, 0.024], [-0.064, -0.101, 0.263], [1.575, 2.532, 1.119], [1.950, -1.089, -0.250], [1.643, -1.313, -2.030], [-2.362, 1.788, 0.181], [0.600, -1.600, -1.062], [0.451, -0.720, 1.028], [-1.312, -0.556, 0.000], [-0.275, 0.817, -0.376], [-0.212, 0.038, 0.116], [-0.511, 0.375, -0.027], [0.166, -0.078, 0.060], [0.165, 0.260, -0.309], [-0.029, -0.327, -0.064], [-0.214, 0.022, -0.115], [-0.197, -0.340, 1.088], [1.236, -3.604, 1.024], [0.035, -0.267, 0.403], [0.673, 1.524, -1.422], [0.591, 1.015, 1.292], [-1.721, 0.242, -0.049], [1.135, -0.790, 0.187], [-1.649, 0.032, -1.223], [-0.152, -0.062, 0.187], [-0.039, 0.097, 0.013], [0.674, 0.346, 0.528], [-0.064, -0.173, -0.066], [-0.722, 0.908, -0.161], [-0.211, -0.304, 0.076], [0.155, -0.520, -0.178], [0.260, 0.325, -0.092]]}